Below is a 10-piece molecular cluster, C40H110N10O10 overall, with properties calculated with the ωB97M-V functional and the def2-TZVPD basis.

Properties
Largest force on an atom: 3.750 eV Å⁻¹
Energy: -78628.0634 eV
Net charge: -1
Energy above the lowest of the compared OMol25 structures with the same formula, charge and spin: 303.1 kJ/mol
Orbital gap (spin up / spin down): 1.4 / 9.2 eV
E_HOMO (spin up / spin down): 0.682 / -7.128 eV
Multiplicity: 2

Last column: Mulliken spin population.
Positions of all 170 atoms, in Å:
C  -7.49444  2.87847  2.68595  0.00
C  -7.43234  1.38540  2.66660  -0.01
C  -6.45765  0.93547  1.58224  0.01
O  -6.43810  -0.49654  1.66865  -0.03
C  -5.75229  -1.29292  0.67123  0.09
N  -7.24524  0.75990  3.97463  0.00
H  -6.54942  3.34612  2.96225  0.00
H  -8.14501  3.20658  3.49664  0.00
H  -7.79720  3.20374  1.69065  0.00
H  -8.40561  0.93798  2.46495  0.00
H  -5.43479  1.20191  1.84847  0.01
H  -6.79275  1.22041  0.58493  0.00
H  -6.30907  -1.00740  -0.22128  0.00
H  -5.95520  -2.36328  0.70657  -0.01
H  -4.67348  -1.27347  0.51665  -0.01
H  -7.24501  -0.16527  3.56944  0.00
H  -6.35788  0.98484  4.40135  0.00
C  -3.12939  -3.62602  -1.69787  0.03
C  -2.28532  -4.35102  -2.81566  0.03
C  -0.69430  -4.12729  -2.72897  -0.09
O  -0.27611  -4.47321  -1.41020  -0.33
C  1.11204  -4.48195  -1.24932  0.61
N  -2.54342  -5.74366  -2.77533  -0.03
H  -2.83526  -4.06321  -0.74369  0.03
H  -4.21154  -3.74810  -1.74410  -0.02
H  -2.96414  -2.54877  -1.68007  -0.06
H  -2.57500  -4.01230  -3.81037  0.08
H  -0.68018  -3.07073  -2.99656  0.04
H  -0.15883  -4.82066  -3.37752  0.05
H  1.58846  -3.51167  -1.38960  -0.02
H  1.70194  -5.14966  -1.87724  -0.04
H  1.37886  -4.92029  -0.28767  -0.08
H  -3.48074  -6.04374  -2.54848  -0.01
H  -2.03695  -6.05549  -1.95902  -0.02
C  -4.17910  2.92822  5.37741  0.01
C  -3.94976  1.53746  5.88515  -0.10
C  -4.88409  1.10350  7.07635  0.01
O  -4.71406  1.92397  8.20450  0.00
C  -5.61351  1.56759  9.24189  0.01
N  -3.96013  0.75579  4.70105  0.01
H  -5.20357  3.15954  5.08577  0.01
H  -3.58926  3.08055  4.47354  0.01
H  -3.85610  3.73305  6.03772  0.00
H  -2.96399  1.38257  6.32372  0.04
H  -4.74935  0.11178  7.50815  0.01
H  -5.89883  1.18025  6.68583  0.00
H  -6.66701  1.69340  8.99206  0.00
H  -5.34902  2.21391  10.07880  0.00
H  -5.34687  0.55336  9.53913  0.00
H  -3.88438  -0.20628  4.99902  0.01
H  -3.03042  0.82771  4.31304  -0.01
C  5.00540  -0.87771  0.55134  0.37
C  5.93646  0.26717  0.24730  -0.73
C  7.31567  -0.38789  -0.21426  0.23
O  8.31828  0.65391  -0.33480  -0.12
C  8.47023  1.51628  0.78341  0.26
N  5.32904  1.03599  -0.87276  0.20
H  5.12797  -1.74310  -0.09995  -0.02
H  3.99780  -0.46214  0.53903  0.10
H  5.20481  -1.10412  1.59875  -0.18
H  6.13321  0.98292  1.04548  0.26
H  7.21579  -0.93341  -1.15263  0.00
H  7.75709  -1.09419  0.48887  0.01
H  9.40029  2.08409  0.80951  -0.03
H  8.42227  1.06871  1.77613  0.02
H  7.81969  2.38993  0.82383  -0.04
H  6.02876  1.73582  -1.07458  -0.05
H  5.21460  0.39941  -1.64850  -0.01
C  0.97677  1.83927  -1.08023  -0.07
C  1.14553  0.47759  -0.59144  -0.39
C  -0.15411  -0.38989  -0.52398  0.15
O  -1.09828  0.24967  0.42134  0.00
C  -1.56752  -0.49828  1.48781  -0.04
N  2.15672  -0.25357  -1.35829  -0.47
H  1.82764  2.42658  -0.73502  0.07
H  0.10680  2.32490  -0.63817  0.06
H  0.74326  1.83950  -2.14493  0.03
H  1.45647  0.57879  0.44836  0.18
H  0.03766  -1.41550  -0.20866  0.00
H  -0.66815  -0.58826  -1.46447  0.08
H  -1.71268  -1.50734  1.10201  0.17
H  -2.45214  0.01094  1.87023  0.02
H  -0.76132  -0.47910  2.22114  -0.14
H  1.97013  -0.16702  -2.34713  0.20
H  3.01892  0.24964  -1.20499  0.07
C  2.40227  1.35913  -5.48326  -0.07
C  3.60592  2.17278  -5.84020  -0.10
C  3.68436  2.63823  -7.38163  0.09
O  4.92806  3.26134  -7.69476  -0.10
C  5.27586  3.41158  -9.06768  0.08
N  3.67314  3.33446  -4.95362  0.04
H  2.07787  0.70849  -6.29539  0.04
H  1.54161  1.94129  -5.15396  0.03
H  2.71361  0.87184  -4.55930  0.04
H  4.51713  1.58453  -5.73176  0.07
H  2.85984  3.14561  -7.88247  0.00
H  3.82971  1.77400  -8.02979  0.05
H  5.39479  2.44878  -9.56464  0.00
H  6.16437  4.04147  -9.11114  -0.01
H  4.46358  3.93602  -9.57093  0.00
H  3.18668  4.20205  -5.12898  -0.04
H  4.65375  3.51133  -5.11861  0.01
C  -2.64558  3.28537  -2.26447  0.00
C  -3.43949  2.02096  -2.43759  0.02
C  -2.86701  0.95233  -3.39721  -0.14
O  -3.00893  1.37500  -4.75624  -0.10
C  -2.97671  0.24890  -5.65973  0.22
N  -3.72206  1.48506  -1.10851  -0.02
H  -1.63020  2.95545  -2.04480  0.04
H  -2.77177  3.95459  -1.41341  -0.04
H  -2.48140  3.89010  -3.15635  0.01
H  -4.42989  2.19535  -2.85806  -0.01
H  -3.38213  0.00608  -3.23184  0.06
H  -1.80818  0.88560  -3.14716  0.07
H  -2.63859  0.63863  -6.61988  -0.04
H  -3.87428  -0.36874  -5.62853  -0.01
H  -2.21230  -0.50551  -5.47362  -0.01
H  -3.00950  1.82009  -0.47595  0.02
H  -4.58032  1.66499  -0.60741  0.02
C  -0.67418  -0.67082  7.35477  -0.04
C  -0.62231  -1.66871  6.20815  0.34
C  -1.71110  -2.75773  6.26715  -0.09
O  -1.89754  -3.63303  5.21297  -0.19
C  -0.80293  -4.32046  4.60843  0.63
N  -0.95646  -0.87015  5.06316  -0.13
H  -1.67826  -0.25525  7.43967  0.06
H  -0.01394  0.16919  7.13901  -0.01
H  -0.47408  -1.16435  8.30582  -0.05
H  0.34207  -2.17641  6.22587  -0.08
H  -2.68411  -2.26939  6.32065  0.03
H  -1.68692  -3.31490  7.20367  -0.06
H  -1.23131  -5.15098  4.04733  -0.03
H  -0.07859  -4.65010  5.35325  -0.05
H  -0.23128  -3.56960  4.06297  -0.19
H  -0.75505  -1.37665  4.21286  0.07
H  -0.26424  -0.14969  4.91526  0.03
C  2.56446  -2.78227  -4.10621  -0.45
C  3.85380  -2.84774  -4.93872  0.25
C  3.54396  -2.41515  -6.40430  0.01
O  4.56707  -2.08574  -7.30043  -0.24
C  5.26151  -3.03560  -7.97978  0.15
N  4.72354  -1.85179  -4.49399  -0.07
H  2.13436  -3.77194  -3.95233  -0.05
H  1.97346  -1.93889  -4.46333  0.20
H  2.88479  -2.46139  -3.11499  0.07
H  4.40494  -3.78550  -4.86837  0.01
H  3.06594  -1.43597  -6.37577  0.12
H  2.94926  -3.18078  -6.90253  0.00
H  5.45365  -3.82569  -7.25388  0.01
H  6.19123  -2.73833  -8.46492  0.00
H  4.58302  -3.50024  -8.69522  -0.01
H  4.22493  -1.04477  -4.14725  0.01
H  5.13732  -1.55249  -5.36537  0.03
C  -0.08852  2.58371  2.61748  0.16
C  1.12917  1.91302  3.22498  -0.90
C  2.34500  2.84120  3.27386  0.24
O  3.38889  2.21452  4.02187  -0.45
C  3.95793  1.14260  3.22517  0.92
N  0.81162  1.55752  4.58509  0.14
H  -0.98120  1.95946  2.57815  -0.03
H  0.17701  3.03422  1.66111  -0.02
H  -0.39002  3.44919  3.20749  0.05
H  1.29296  1.02349  2.61671  0.05
H  2.11836  3.70384  3.90044  0.00
H  2.65395  3.21797  2.29883  0.02
H  4.66781  1.57740  2.52152  0.06
H  3.18080  0.47048  2.86129  -0.11
H  4.64498  0.49987  3.77560  -0.08
H  0.56031  2.38260  5.11061  -0.08
H  1.63147  1.17488  5.03400  0.11

Cartesian forces (eV/Å) of the 3 atoms listed first:
C -0.067 0.358 0.460
C -0.227 0.168 0.253
C 0.612 -1.959 0.572

Below is a 10-piece molecular cluster, C40H110N10O10 overall, with properties calculated with the ωB97M-V functional and the def2-TZVPD basis.

Properties
Structure (SMILES): COC[C@H](C)N.COC[C@H](C)N.COC[C@H](C)N.COC[C@H](C)N.COC[C@H](C)N.COC[C@H](C)N.COC[C@H](C)N.COC[C@H](C)N.COC[C@H](C)N.COC[C@H](C)N
Largest force on an atom: 3.044 eV Å⁻¹
Energy: -78632.0788 eV
Net charge: 0
Energy above the lowest of the compared OMol25 structures with the same formula, charge and spin: 355.9 kJ/mol
Orbital gap: 9.1 eV
E_HOMO: -8.728 eV

Last column: Löwdin charge in e.
Positions of all 170 atoms, in Å:
C  -1.11220  -1.87366  3.66225  -0.09
O  0.16276  -2.18795  3.15453  -0.26
C  0.42350  -3.59808  2.91435  -0.14
C  1.90522  -3.90864  2.97274  -0.44
C  2.35877  -5.34882  2.68340  -0.06
N  2.29164  -3.72832  4.34562  0.05
H  -1.91502  -1.92725  2.92691  0.08
H  -1.04492  -0.84694  4.02198  0.09
H  -1.29392  -2.52679  4.51577  0.09
H  -0.23842  -4.15804  3.57497  0.13
H  0.08837  -3.77760  1.89279  0.12
H  2.47563  -3.35994  2.22330  0.11
H  1.90584  -6.05032  3.38401  0.08
H  3.44124  -5.47545  2.66509  0.08
H  1.86147  -5.59170  1.74435  0.07
H  1.81716  -2.98504  4.83805  0.07
H  3.24488  -3.39849  4.29412  0.05
C  -2.31799  -0.70766  -0.36278  -0.09
O  -1.24776  0.07051  0.19161  -0.21
C  0.04345  -0.51212  -0.08924  -0.17
C  1.20288  0.22749  0.63848  -0.36
C  2.64026  -0.26911  0.24439  -0.03
N  0.97872  0.18076  2.08734  0.06
H  -3.29710  -0.36978  -0.02329  0.07
H  -2.17955  -1.69085  0.08696  0.09
H  -2.37161  -0.61703  -1.44769  0.07
H  -0.05512  -1.50539  0.34871  0.11
H  0.15843  -0.49290  -1.17300  0.09
H  1.22174  1.27658  0.34324  0.12
H  2.76590  -1.29979  0.57610  0.06
H  3.43083  0.35128  0.66653  0.04
H  2.80207  -0.23496  -0.83299  0.06
H  0.04690  0.54263  2.23179  0.07
H  0.88368  -0.76752  2.42175  0.03
C  -4.35791  0.05584  2.82426  -0.11
O  -4.99544  0.98549  1.96049  -0.23
C  -5.45041  2.23385  2.64523  -0.14
C  -6.45549  2.98109  1.74173  -0.39
C  -6.00360  3.21490  0.26336  -0.06
N  -6.92194  4.33602  2.16543  0.03
H  -5.04184  -0.00700  3.67067  0.08
H  -3.38781  0.42949  3.15196  0.08
H  -4.35269  -0.88952  2.28168  0.08
H  -5.85960  1.97433  3.62161  0.11
H  -4.58969  2.85509  2.89286  0.12
H  -7.33526  2.33759  1.74458  0.13
H  -5.97715  2.27470  -0.28746  0.04
H  -4.96472  3.54445  0.24851  0.07
H  -6.48619  4.01846  -0.29298  0.08
H  -6.20675  5.01871  1.95920  0.06
H  -7.14925  4.40088  3.14738  0.06
C  8.69663  1.11791  1.96561  -0.14
O  7.59555  1.24515  1.11089  -0.19
C  7.90045  2.02139  -0.06604  -0.15
C  6.56348  2.69561  -0.60395  -0.44
C  5.49057  1.74972  -1.09089  -0.07
N  6.86336  3.57224  -1.69261  0.03
H  9.62488  0.93372  1.42474  0.08
H  8.60257  0.19791  2.54256  0.08
H  8.94979  1.97035  2.59597  0.08
H  8.60278  2.82476  0.15632  0.12
H  8.28552  1.44413  -0.90663  0.12
H  6.06268  3.25556  0.18584  0.12
H  5.22493  0.91772  -0.43872  0.05
H  5.68088  1.35236  -2.08788  0.08
H  4.50644  2.21415  -1.15332  0.07
H  7.36170  4.41088  -1.43101  0.08
H  5.94937  3.89760  -1.97348  0.07
C  -5.49657  2.11055  -3.05857  -0.11
O  -5.02345  1.73072  -4.37783  -0.20
C  -4.77462  0.33174  -4.56886  -0.20
C  -4.04038  0.12246  -5.88450  -0.46
C  -5.00666  0.36678  -7.05308  -0.08
N  -3.70559  -1.21311  -6.10602  0.03
H  -6.48476  1.69608  -2.85910  0.08
H  -5.62737  3.19221  -3.02698  0.09
H  -4.73301  1.88160  -2.31515  0.06
H  -4.15833  -0.10250  -3.78164  0.11
H  -5.76195  -0.12757  -4.52059  0.13
H  -3.15429  0.74695  -5.99830  0.14
H  -4.60254  0.17167  -8.04642  0.07
H  -5.22780  1.43034  -7.14285  0.07
H  -5.92954  -0.21085  -7.00052  0.08
H  -4.50903  -1.78283  -5.88241  0.08
H  -2.99984  -1.53006  -5.45674  0.02
C  1.98964  1.28722  -3.30487  -0.09
O  0.93610  1.64046  -4.20595  -0.15
C  -0.32972  1.62992  -3.60019  -0.21
C  -0.63388  2.88312  -2.77364  -0.45
C  -2.00283  2.96078  -2.21985  -0.06
N  -0.47205  4.05216  -3.62673  0.05
H  1.84550  0.40578  -2.68005  0.06
H  2.23921  2.12392  -2.65237  0.08
H  2.96147  1.11014  -3.76561  0.09
H  -1.11702  1.54794  -4.34955  0.13
H  -0.46406  0.82157  -2.88142  0.10
H  0.09316  2.93513  -1.96319  0.13
H  -2.20920  2.07683  -1.61641  0.07
H  -2.78362  2.98561  -2.98001  0.07
H  -2.19011  3.74128  -1.48241  0.09
H  -1.17133  3.97164  -4.35104  0.07
H  0.45224  4.00104  -4.03067  0.07
C  1.80182  -3.54452  -1.65227  -0.06
O  0.47287  -2.99916  -1.87163  -0.20
C  -0.21171  -3.72843  -2.84534  -0.22
C  -1.62067  -3.17523  -3.10193  -0.41
C  -2.62312  -4.19313  -3.72153  -0.05
N  -1.61959  -2.09310  -4.02980  0.03
H  2.38120  -3.56373  -2.57534  0.09
H  1.70400  -4.59105  -1.36363  0.08
H  2.24669  -3.03802  -0.79574  0.07
H  0.34273  -3.71242  -3.78365  0.13
H  -0.36188  -4.75558  -2.51286  0.12
H  -2.02569  -2.77233  -2.17363  0.12
H  -3.62454  -3.80915  -3.91601  0.06
H  -2.72605  -5.08944  -3.10987  0.07
H  -2.35330  -4.47607  -4.73900  0.08
H  -1.31317  -2.47940  -4.91126  0.08
H  -0.91866  -1.40902  -3.78315  0.07
C  5.47920  -2.41049  1.82600  -0.07
O  4.85649  -1.94213  3.04817  -0.19
C  5.21607  -0.60588  3.41222  -0.18
C  4.30792  -0.14935  4.58074  -0.44
C  4.49220  -0.88634  5.88975  -0.05
N  2.95078  -0.19884  4.13344  0.05
H  4.87240  -3.22523  1.43090  0.07
H  6.49314  -2.80849  1.86618  0.08
H  5.49323  -1.60859  1.08785  0.07
H  6.23412  -0.44894  3.76865  0.12
H  5.08536  0.08875  2.58247  0.10
H  4.43979  0.91632  4.76798  0.12
H  3.73778  -0.59898  6.62212  0.08
H  5.42523  -0.53856  6.33315  0.08
H  4.42982  -1.96898  5.77979  0.07
H  2.85004  0.25499  3.23680  0.02
H  2.68574  -1.16116  3.97922  0.04
C  2.79371  3.31361  2.55316  -0.07
O  3.98535  4.11030  2.64716  -0.21
C  4.97195  3.64911  3.51637  -0.21
C  6.04644  4.74639  3.45989  -0.43
C  7.09754  4.67899  4.56981  -0.06
N  5.49254  6.10560  3.40600  0.04
H  2.87163  2.30727  2.14171  0.05
H  2.09000  3.79811  1.87628  0.09
H  2.25968  3.18217  3.49424  0.09
H  4.50149  3.39470  4.46612  0.12
H  5.46475  2.74584  3.15671  0.11
H  6.50994  4.70407  2.47426  0.12
H  7.77078  5.53621  4.56927  0.08
H  7.67421  3.76770  4.41131  0.06
H  6.59304  4.48553  5.51647  0.08
H  4.63283  5.93159  2.90527  0.05
H  5.17388  6.39587  4.31939  0.07
C  -6.46335  -0.64163  -0.75279  -0.11
O  -7.16368  -1.76562  -1.24023  -0.19
C  -6.31113  -2.82200  -1.71403  -0.17
C  -7.24761  -3.94188  -2.29475  -0.43
C  -8.13724  -4.61390  -1.27327  -0.07
N  -6.46055  -4.91174  -3.02868  0.03
H  -6.08976  -0.88863  0.24095  0.08
H  -7.16706  0.16731  -0.55660  0.09
H  -5.67001  -0.25142  -1.39033  0.07
H  -5.63933  -2.36742  -2.44213  0.10
H  -5.62294  -3.18178  -0.94913  0.12
H  -7.93821  -3.41704  -2.95483  0.14
H  -7.55926  -5.19255  -0.55271  0.08
H  -8.75545  -5.37947  -1.74210  0.07
H  -8.76871  -3.85366  -0.81351  0.08
H  -5.92386  -5.48869  -2.39686  0.07
H  -7.02316  -5.59464  -3.51574  0.07

Cartesian forces (eV/Å) of the 3 atoms listed first:
C 0.445 0.024 0.436
O 0.846 -1.164 0.060
C -0.900 0.681 -1.551